No. 1
# C5H13N2O

An isolated ion of composition C5H13N2O and charge +1 (ωB97M-V with the def2-TZVPD basis set, the OMol25 dataset).

Results
SMILES = CCCNC(=O)C[NH3+]
Net charge = +1
LUMO energy = -0.130 Eh

Structure (XYZ):
```
21
C5H13N2O ωB97M-V with the def2-TZVPD basis set
N -2.229 2.004 -1.127
C -0.868 1.615 -0.607
C -0.828 0.069 -0.710
N 0.054 -0.604 0.026
C 1.351 -0.045 0.529
C 1.740 -0.790 1.797
C 2.390 -2.103 1.367
O -1.725 -0.399 -1.395
H -2.415 2.995 -0.999
H -2.332 1.683 -2.092
H -2.940 1.463 -0.632
H -0.115 2.049 -1.278
H -0.821 2.034 0.397
H 0.162 -1.588 -0.183
H 1.131 1.021 0.651
H 2.063 -0.178 -0.289
H 0.967 -0.811 2.576
H 2.538 -0.225 2.286
H 1.762 -2.794 0.806
H 2.783 -2.762 2.150
H 3.330 -1.852 0.856
```



No. 2
# C5H13N2O

An isolated ion of composition C5H13N2O and charge +1 (ωB97M-V with the def2-TZVPD basis set, the OMol25 dataset).

Results
SMILES = C=C(N)C[C@@H]([NH3+])CO
Net charge = +1
LUMO energy = -0.114 Eh

Structure (XYZ):
```
21
C5H13N2O ωB97M-V with the def2-TZVPD basis set
C 1.868 -1.299 0.053
O 2.104 -1.043 1.463
C 0.733 -0.447 -0.417
C -0.668 -0.708 0.174
C -1.639 0.383 -0.200
C -2.122 1.193 0.742
N -1.568 0.728 -1.564
N 1.126 0.978 0.055
H 1.566 -2.343 0.024
H 2.825 -1.164 -0.453
H 1.794 -1.795 1.971
H 0.707 -0.362 -1.501
H -0.616 -1.040 1.214
H -1.075 -1.639 -0.283
H -1.827 1.126 1.777
H -2.815 1.973 0.428
H -1.828 -0.020 -2.196
H -2.064 1.544 -1.893
H 2.037 1.328 -0.227
H 1.091 1.003 1.077
H 0.371 1.603 -0.245
```



Number 1: HOMO-LUMO gap 10.502 eV, HOMO level -0.51566 hartree, DFT total energy -382.824002 Eh. Number 2: HOMO-LUMO gap 9.731 eV, HOMO level -0.47139 hartree, DFT total energy -382.800995 Eh.